{
  "formula": "C37H51N2P2Rb",
  "method": "ωB97M-V/def2-TZVPD",
  "gap_ev": 6.14,
  "max_force_ev_per_a": 0.933,
  "symbols": ["Rb", "C", "C", "C", "P", "C", "C", "C", "C", "C", "C", "C", "C", "C", "N", "C", "C", "C", "C", "C", "C", "P", "C", "C", "C", "C", "C", "C", "H", "H", "H", "H", "H", "H", "H", "H", "H", "H", "H", "H", "H", "H", "H", "H", "H", "H", "H", "H", "H", "H", "H", "H", "H", "H", "H", "H", "H", "H", "H", "H", "H", "H", "H", "H", "C", "C", "C", "C", "C", "C", "C", "H", "H", "H", "H", "H", "H", "H", "H", "N", "C", "C", "C", "C", "C", "C", "H", "H", "H", "H", "H", "H", "H"],
  "xyz": [[0.078, 0.574, -0.605], [1.931, 2.838, 2.900], [2.317, 1.399, 3.232], [2.527, 1.290, 4.746], [1.105, 0.238, 2.406], [-0.096, -0.247, 3.730], [0.333, -1.387, 4.644], [-1.434, -0.572, 3.066], [2.094, -1.278, 2.096], [3.194, -1.597, 2.897], [3.909, -2.772, 2.762], [3.480, -3.688, 1.804], [2.410, -3.401, 0.987], [1.697, -2.180, 1.067], [0.609, -1.896, 0.276], [0.539, -2.365, -1.004], [1.677, -2.693, -1.797], [1.572, -3.113, -3.103], [0.327, -3.225, -3.725], [-0.788, -2.850, -3.001], [-0.723, -2.397, -1.679], [-2.186, -1.677, -0.835], [-3.175, -1.031, -2.268], [-2.383, 0.047, -3.014], [-4.508, -0.488, -1.760], [-3.150, -3.146, -0.247], [-2.290, -3.938, 0.737], [-3.666, -4.071, -1.343], [2.687, 3.536, 3.270], [1.809, 2.997, 1.828], [0.984, 3.107, 3.382], [3.265, 1.177, 2.730], [1.593, 1.450, 5.287], [2.929, 0.332, 5.065], [3.221, 2.064, 5.083], [-0.228, 0.669, 4.320], [0.451, -2.310, 4.072], [1.280, -1.201, 5.147], [-0.429, -1.562, 5.409], [-1.327, -1.381, 2.341], [-2.174, -0.868, 3.813], [-1.832, 0.281, 2.510], [3.505, -0.898, 3.661], [4.754, -2.981, 3.403], [3.986, -4.641, 1.700], [2.089, -4.140, 0.265], [2.660, -2.607, -1.352], [2.476, -3.352, -3.651], [0.236, -3.578, -4.743], [-1.755, -2.892, -3.489], [-3.398, -1.835, -2.976], [-2.179, 0.919, -2.383], [-1.433, -0.341, -3.382], [-2.943, 0.404, -3.884], [-4.369, 0.204, -0.923], [-5.032, 0.051, -2.554], [-5.168, -1.282, -1.408], [-3.998, -2.723, 0.304], [-1.425, -4.370, 0.230], [-1.910, -3.329, 1.557], [-2.873, -4.758, 1.163], [-2.835, -4.472, -1.929], [-4.194, -4.922, -0.907], [-4.354, -3.577, -2.031], [0.728, 1.602, -4.609], [1.507, 1.832, -3.343], [2.464, 0.909, -2.922], [3.194, 1.117, -1.759], [2.978, 2.256, -0.991], [2.027, 3.184, -1.400], [1.297, 2.968, -2.563], [1.251, 2.021, -5.471], [-0.256, 2.072, -4.561], [0.583, 0.537, -4.795], [2.624, 0.006, -3.499], [3.922, 0.381, -1.442], [3.542, 2.414, -0.081], [1.837, 4.070, -0.808], [0.545, 3.690, -2.860], [-2.526, 2.456, -0.345], [-1.769, 3.628, -0.258], [-1.789, 4.562, -1.292], [-0.985, 5.689, -1.228], [-0.151, 5.908, -0.139], [-0.132, 4.974, 0.888], [-0.927, 3.840, 0.833], [-3.362, 2.501, -0.905], [-2.709, 1.997, 0.536], [-2.441, 4.403, -2.143], [-1.015, 6.405, -2.039], [0.475, 6.788, -0.092], [0.508, 5.122, 1.748], [-0.891, 3.117, 1.642]],
  "mulliken_charge": [1.76, -1.28, 0.21, -1.75, 1.14, 0.51, -1.62, -1.15, 0.80, -0.66, -1.12, -0.79, -0.52, -1.08, 0.39, -1.21, -0.57, -0.90, -1.12, -0.05, 0.85, 0.47, 0.96, -1.05, -1.80, 0.30, -1.23, -1.57, 0.53, -0.01, 0.34, 0.42, 0.30, 0.32, 0.47, 0.47, 0.24, 0.27, 0.48, 0.00, 0.54, 0.04, 0.28, 0.43, 0.38, 0.51, 0.54, 0.40, 0.45, 0.28, 0.34, -0.27, 0.01, 0.62, 0.24, 0.48, 0.39, 0.56, 0.20, 0.10, 0.51, 0.22, 0.51, 0.29, -1.67, 0.45, -0.03, -0.32, -0.49, -0.53, -0.21, 0.40, 0.32, 0.30, 0.31, 0.31, 0.41, 0.50, 0.43, -0.23, 0.30, -0.66, -0.56, -0.61, -0.61, 0.26, 0.31, 0.11, 0.40, 0.37, 0.39, 0.38, 0.17]
}

---

{
  "formula": "C2H6N4",
  "method": "ωB97M-V/def2-TZVPD",
  "smiles": "[H]/N=C\\N(N)/C=N/[H]",
  "gap_ev": 9.79,
  "max_force_ev_per_a": 4.907,
  "symbols": ["C", "C", "H", "H", "H", "H", "H", "H", "N", "N", "N", "N"],
  "xyz": [[-0.233, -1.101, -0.188], [0.012, 1.327, 0.048], [2.211, -0.923, 0.930], [2.546, -0.242, -0.750], [0.411, -2.007, -0.075], [-1.768, -2.142, 0.185], [0.759, 2.052, -0.245], [-1.528, 0.394, 0.135], [1.959, -0.135, 0.149], [0.578, 0.067, -0.164], [-1.438, -1.160, 0.063], [-1.286, 1.443, 0.046]],
  "mulliken_charge": [-0.13, -0.05, 0.28, 0.25, 0.35, 0.26, 0.31, 0.55, -0.74, 0.18, -0.51, -0.76]
}

---

{
  "formula": "C4H5FOS",
  "method": "ωB97M-V/def2-TZVPD",
  "smiles": "O=CS[C@@H]1C[C@@H]1F",
  "gap_ev": 9.98,
  "max_force_ev_per_a": 2.953,
  "symbols": ["C", "C", "C", "C", "H", "H", "H", "H", "H", "O", "F", "S"],
  "xyz": [[-1.270, 0.064, -0.511], [-0.952, -0.325, 0.850], [-0.318, 0.948, 0.276], [2.179, -0.389, -0.333], [-2.237, 0.543, -0.935], [-1.743, -0.119, 1.510], [-0.379, -1.235, 1.237], [-0.709, 1.898, 0.610], [3.157, -0.355, -1.106], [1.776, -1.337, 0.278], [-0.790, -0.796, -1.440], [1.287, 1.105, -0.437]],
  "mulliken_charge": [0.19, -0.65, -0.22, 0.18, 0.30, 0.27, 0.21, 0.36, 0.21, -0.42, -0.27, -0.15]
}

---

{
  "formula": "C6H14OS",
  "method": "ωB97M-V/def2-TZVPD",
  "smiles": "C=C(C)CCSC.O",
  "gap_ev": 9.42,
  "max_force_ev_per_a": 4.092,
  "symbols": ["C", "C", "C", "C", "C", "C", "O", "S", "H", "H", "H", "H", "H", "H", "H", "H", "H", "H", "H", "H", "H", "H"],
  "xyz": [[0.131, -0.933, -0.488], [-1.355, -0.596, -0.501], [-2.206, -1.321, 1.807], [-1.862, 0.973, 1.035], [2.716, -0.466, -0.447], [-1.889, -0.295, 0.810], [2.680, 3.378, -2.097], [1.300, 0.321, 0.215], [0.389, -1.277, -1.530], [0.329, -1.749, 0.157], [-1.452, 0.277, -1.280], [2.566, 4.260, -1.728], [-1.800, -1.608, -0.900], [-1.893, -2.262, 1.482], [-3.327, -1.429, 1.688], [-1.968, -1.088, 2.831], [-2.180, 1.206, 2.060], [2.162, 2.773, -1.593], [-1.520, 1.719, 0.300], [2.440, -1.032, -1.396], [3.537, 0.315, -0.581], [3.199, -1.167, 0.157]],
  "mulliken_charge": [-0.60, -0.85, -1.42, -1.05, -0.77, 0.89, -0.63, -0.07, 0.43, 0.35, 0.33, 0.31, 0.28, 0.41, 0.31, 0.39, 0.25, 0.31, 0.29, 0.20, 0.29, 0.36]
}

---

{
  "formula": "C40H36IN3O5PPbS2",
  "method": "ωB97M-V/def2-TZVPD",
  "gap_ev": [4.78, 4.28],
  "max_force_ev_per_a": 4.858,
  "total_charge": 3,
  "symbols": ["Pb", "I", "C", "C", "C", "C", "C", "C", "C", "C", "C", "P", "C", "C", "C", "C", "C", "C", "C", "C", "C", "C", "C", "C", "C", "H", "H", "H", "H", "H", "H", "H", "H", "H", "H", "H", "H", "H", "H", "H", "H", "C", "C", "O", "S", "C", "C", "C", "C", "C", "C", "C", "C", "H", "H", "H", "H", "H", "H", "H", "C", "C", "S", "O", "O", "C", "C", "N", "C", "N", "C", "C", "N", "O", "O", "C", "H", "H", "H", "H", "H", "H", "H", "H", "H", "H", "H", "H", "H"],
  "xyz": [[16.051, -4.561, 14.046], [14.193, -2.142, 16.058], [12.762, -3.592, 15.463], [11.814, -3.126, 14.577], [10.470, -3.518, 14.739], [10.064, -4.189, 15.841], [11.017, -4.743, 16.743], [10.644, -5.612, 17.806], [11.566, -6.515, 18.311], [12.842, -6.609, 17.764], [13.355, -5.573, 16.926], [15.140, -5.556, 16.529], [16.050, -5.203, 18.084], [17.104, -4.294, 18.098], [17.869, -4.141, 19.254], [17.554, -4.840, 20.423], [16.611, -5.885, 20.385], [15.884, -6.094, 19.211], [15.512, -7.293, 16.156], [16.661, -7.906, 16.705], [16.842, -9.298, 16.585], [16.078, -10.040, 15.713], [14.932, -9.412, 15.149], [14.661, -8.048, 15.348], [12.448, -4.644, 16.398], [12.069, -2.438, 13.772], [9.722, -3.188, 14.013], [9.018, -4.269, 16.128], [9.625, -5.574, 18.112], [11.242, -7.261, 19.066], [13.541, -7.388, 18.123], [17.355, -3.778, 17.182], [18.684, -3.430, 19.259], [17.976, -4.546, 21.383], [16.487, -6.519, 21.279], [15.244, -6.976, 19.101], [17.357, -7.318, 17.359], [17.647, -9.766, 17.146], [16.205, -11.081, 15.460], [14.260, -10.012, 14.561], [13.703, -7.643, 15.023], [23.654, 2.964, 13.783], [22.895, 2.200, 15.002], [21.928, 2.696, 15.576], [23.570, 0.559, 15.252], [22.049, -0.305, 15.021], [20.740, 0.097, 15.407], [19.749, -0.846, 15.338], [19.929, -2.170, 14.844], [21.206, -2.515, 14.429], [22.247, -1.589, 14.460], [18.872, -3.099, 14.895], [18.013, -3.979, 14.754], [23.015, 2.931, 12.877], [24.581, 2.414, 13.620], [23.873, 3.984, 14.161], [20.603, 1.147, 15.728], [18.775, -0.557, 15.723], [21.413, -3.515, 14.088], [23.225, -1.801, 13.979], [20.550, -4.588, 7.351], [19.856, -5.879, 7.885], [18.226, -5.516, 8.561], [17.546, -4.696, 7.565], [18.486, -5.068, 9.896], [17.319, -7.130, 8.563], [17.551, -8.148, 9.677], [17.607, -7.620, 11.057], [16.630, -7.038, 11.773], [17.103, -6.386, 12.818], [18.457, -6.597, 12.848], [18.804, -7.433, 11.842], [19.990, -8.189, 11.702], [20.700, -8.340, 12.720], [20.256, -8.644, 10.592], [15.204, -7.119, 11.510], [21.487, -4.912, 6.925], [20.622, -3.880, 8.154], [19.945, -4.144, 6.542], [20.475, -6.322, 8.660], [19.768, -6.609, 7.038], [17.595, -7.530, 7.596], [16.285, -6.730, 8.549], [18.534, -8.583, 9.506], [16.731, -8.865, 9.622], [19.125, -6.161, 13.573], [14.950, -7.882, 10.797], [14.833, -6.144, 11.099], [14.646, -7.266, 12.439]],
  "mulliken_charge": [1.39, 0.34, -0.23, -0.78, -0.69, -0.44, 0.32, -0.71, -1.07, -0.25, 0.82, 0.58, 0.56, 0.05, -0.69, -0.50, -0.87, 0.06, 0.85, -0.85, -0.80, -0.66, -0.73, -0.74, 0.74, 0.51, 0.45, 0.44, 0.50, 0.43, 0.37, 0.12, 0.43, 0.42, 0.42, 0.24, 0.45, 0.44, 0.50, 0.48, 0.60, -0.91, 0.67, -0.48, 0.02, 0.56, -0.34, -0.74, 0.68, -0.69, -0.58, 0.80, -1.56, 0.29, 0.40, 0.33, 0.58, 0.44, 0.52, 0.39, -1.23, -0.48, 1.09, -0.66, -0.53, -0.86, -0.84, 0.20, 0.87, -0.07, -0.47, -0.53, 1.10, -0.59, -0.62, -1.43, 0.41, 0.34, 0.32, 0.28, 0.45, 0.62, 0.39, 0.38, 0.38, 0.69, 0.45, 0.29, 0.15]
}

---

{
  "formula": "C7H13N3O5",
  "method": "ωB97M-V/def2-TZVPD",
  "smiles": "NC(=O)C[C@H](NC(=O)[C@@H](N)CO)C(=O)O",
  "gap_ev": 9.37,
  "max_force_ev_per_a": 5.448,
  "symbols": ["C", "C", "C", "C", "C", "C", "C", "H", "H", "H", "H", "H", "H", "H", "H", "H", "H", "H", "H", "H", "N", "N", "N", "O", "O", "O", "O", "O"],
  "xyz": [[-1.972, -0.051, -0.260], [-1.022, -0.133, 1.189], [-3.368, -0.293, 0.156], [1.292, -0.429, 0.085], [2.361, -1.558, -0.095], [1.954, 1.024, 0.207], [0.992, 2.005, -0.271], [-1.562, -0.854, -2.176], [-0.961, -1.798, -0.884], [-1.887, 0.840, -0.731], [-3.458, -1.222, 0.743], [-3.713, 0.603, 0.559], [-4.047, -1.225, -1.585], [0.679, -0.471, 2.111], [0.639, -0.366, -0.816], [2.188, 1.281, 1.296], [2.868, 1.231, -0.355], [0.590, 3.989, -0.436], [1.851, 3.515, 0.889], [3.587, -1.989, -1.445], [-1.369, -0.995, -1.192], [0.360, -0.620, 1.187], [1.283, 3.320, 0.073], [-1.448, 0.043, 2.266], [-4.242, -0.507, -0.948], [2.449, -2.558, 0.509], [0.131, 1.797, -1.125], [3.095, -1.133, -1.166]],
  "mulliken_charge": [0.18, 0.23, -0.61, 0.42, 0.03, -0.94, 0.55, 0.20, 0.18, 0.45, 0.34, 0.26, 0.29, 0.29, 0.41, 0.36, 0.39, 0.30, 0.22, 0.37, -0.50, -0.15, -0.48, -0.58, -0.57, -0.51, -0.65, -0.46]
}

---

Number 3 is which compound?
C4H5FOS

---

Copy entry 4 word for word.
{
  "formula": "C6H14OS",
  "method": "ωB97M-V/def2-TZVPD",
  "smiles": "C=C(C)CCSC.O",
  "gap_ev": 9.42,
  "max_force_ev_per_a": 4.092,
  "symbols": ["C", "C", "C", "C", "C", "C", "O", "S", "H", "H", "H", "H", "H", "H", "H", "H", "H", "H", "H", "H", "H", "H"],
  "xyz": [[0.131, -0.933, -0.488], [-1.355, -0.596, -0.501], [-2.206, -1.321, 1.807], [-1.862, 0.973, 1.035], [2.716, -0.466, -0.447], [-1.889, -0.295, 0.810], [2.680, 3.378, -2.097], [1.300, 0.321, 0.215], [0.389, -1.277, -1.530], [0.329, -1.749, 0.157], [-1.452, 0.277, -1.280], [2.566, 4.260, -1.728], [-1.800, -1.608, -0.900], [-1.893, -2.262, 1.482], [-3.327, -1.429, 1.688], [-1.968, -1.088, 2.831], [-2.180, 1.206, 2.060], [2.162, 2.773, -1.593], [-1.520, 1.719, 0.300], [2.440, -1.032, -1.396], [3.537, 0.315, -0.581], [3.199, -1.167, 0.157]],
  "mulliken_charge": [-0.60, -0.85, -1.42, -1.05, -0.77, 0.89, -0.63, -0.07, 0.43, 0.35, 0.33, 0.31, 0.28, 0.41, 0.31, 0.39, 0.25, 0.31, 0.29, 0.20, 0.29, 0.36]
}